(1)
{"formula": "CH3ClN2O2", "method": "ωB97M-V with the def2-TZVPD basis set", "symbols": ["C", "N", "N", "O", "O", "Cl", "H", "H", "H"], "coordinates": [[0.1016, -0.5018, 0.3396], [-1.0850, -0.5199, -0.5090], [1.0970, 0.5038, -0.0326], [0.7975, 1.1904, -0.9780], [1.9271, 0.7866, 0.8277], [-2.4422, 0.3161, 0.1798], [-0.2200, -0.0512, 1.2736], [0.7117, -1.5112, 0.3997], [-0.8877, -0.2128, -1.5007]], "lowdin_charge": [-0.219, -0.468, -0.414, 0.075, 0.068, 0.581, 0.102, 0.178, 0.097], "homo_energy_ev": -9.98, "homo_lumo_gap_ev": 9.75}

(2)
{"formula": "CH3ClN2O2", "method": "ωB97M-V with the def2-TZVPD basis set", "symbols": ["C", "N", "N", "O", "O", "Cl", "H", "H", "H"], "coordinates": [[0.9441, 0.4772, 0.1875], [-0.9740, -0.9129, -0.0716], [-0.4898, 0.2867, -0.0735], [-2.1417, -1.1657, -0.3862], [-1.1974, 1.3897, -0.2708], [2.0159, -0.7210, -0.2124], [1.2241, 1.4613, -0.4126], [0.9948, 0.8978, 1.2834], [-0.3760, -1.7131, -0.0437]], "lowdin_charge": [-0.661, -0.112, -0.287, -0.007, -0.055, 0.711, 0.133, 0.137, 0.141], "homo_energy_ev": [-9.00, -8.99], "homo_lumo_gap_ev": [8.99, 8.94]}

(3)
{"formula": "CH3ClN2S", "method": "ωB97M-V with the def2-TZVPD basis set", "symbols": ["C", "N", "N", "S", "Cl", "H", "H", "H"], "coordinates": [[-2.0322, 0.3700, -0.0301], [0.2239, -0.4002, 0.3262], [-0.7482, 0.5221, -0.0430], [-3.3314, 1.2563, -0.1249], [-2.5338, -1.8558, -0.0168], [-0.2543, -1.2776, 0.5408], [0.8830, -0.5364, -0.4397], [-0.4068, 1.4766, -0.1494]], "lowdin_charge": [-0.969, 0.033, -0.143, 0.702, 0.099, 0.017, 0.098, 0.163], "homo_energy_ev": -9.39, "homo_lumo_gap_ev": 8.56}

(4)
{"formula": "CH3ClN2S", "method": "ωB97M-V with the def2-TZVPD basis set", "symbols": ["C", "N", "N", "S", "Cl", "H", "H", "H"], "coordinates": [[-1.0852, 0.0731, 0.1104], [1.3806, -0.2163, 0.1996], [0.1527, 0.5012, -0.0650], [-2.3163, 1.0883, 0.2216], [-1.2423, -1.6164, 0.1994], [0.9934, -1.1593, 0.1948], [1.9591, -0.1510, -0.6445], [0.1580, 1.4805, -0.2164]], "lowdin_charge": [-1.387, 0.048, -0.165, 0.618, 0.689, 0.007, 0.089, 0.101], "homo_energy_ev": -8.76, "homo_lumo_gap_ev": 9.29}

(5)
{"formula": "CH3ClN2S", "method": "ωB97M-V with the def2-TZVPD basis set", "symbols": ["C", "N", "N", "S", "Cl", "H", "H", "H"], "coordinates": [[-0.1653, -0.2104, 0.9507], [0.8609, 0.0833, 1.5991], [-0.8691, 0.0112, -0.1625], [-1.2558, -1.8107, 1.7655], [-2.2316, -1.7945, 3.7046], [1.4840, 0.8077, 1.3214], [-1.7369, -0.2719, 0.0629], [-0.5869, -0.0682, -1.1865]], "lowdin_charge": [-0.642, 0.100, 0.061, 0.336, -0.044, 0.052, -0.025, 0.162], "homo_energy_ev": -9.02, "homo_lumo_gap_ev": 8.27}

(6)
{"formula": "CH3ClNO2S", "method": "ωB97M-V with the def2-TZVPD basis set", "symbols": ["C", "N", "O", "O", "S", "Cl", "H", "H", "H"], "coordinates": [[-0.7278, 0.8030, 0.0891], [0.8796, -1.5570, -0.6023], [0.1905, -3.5022, -2.1726], [1.5976, -1.6238, -3.0137], [1.1930, -2.4500, -1.8685], [-1.9354, 0.4692, 1.2697], [0.0872, 1.3807, 0.4885], [-1.1417, 1.0712, -0.8663], [0.3966, -2.0939, 0.1048]], "lowdin_charge": [-0.515, -0.304, -0.518, -0.503, 0.474, 0.442, -0.016, -0.014, -0.046], "homo_energy_ev": [-4.57, -2.93], "total_charge": -1, "homo_lumo_gap_ev": [7.93, 6.25]}

(7)
{"formula": "CH3ClO2S", "method": "ωB97M-V with the def2-TZVPD basis set", "symbols": ["C", "O", "O", "S", "Cl", "H", "H", "H"], "coordinates": [[1.2672, 1.1413, 0.7957], [-1.3022, -0.3554, -0.0189], [0.4642, 0.4914, 1.2629], [-2.1730, -1.2564, -1.5397], [-0.6037, -1.9015, -2.5690], [2.1798, 0.7540, 0.3436], [1.4196, 2.2258, 1.0766], [-1.2519, -1.0991, 0.6487]], "lowdin_charge": [-0.192, -0.479, 0.025, 0.375, 0.075, 0.077, 0.092, 0.028], "homo_energy_ev": -9.45, "homo_lumo_gap_ev": 9.00}

(8)
{"formula": "CH3ClO3S", "method": "ωB97M-V with the def2-TZVPD basis set", "symbols": ["C", "O", "O", "O", "S", "Cl", "H", "H", "H"], "coordinates": [[2.1101, -1.0777, 0.1531], [-1.1566, 0.7366, 0.9405], [-1.3969, -0.0280, -1.3801], [1.6048, -0.1066, 0.6426], [-1.1215, 1.1435, -0.6218], [-3.0310, 2.2612, -0.6861], [2.3044, -1.8999, 0.8264], [2.3503, -0.9411, -0.9269], [-1.6636, -0.0880, 1.0523]], "lowdin_charge": [-0.116, -0.350, -0.477, -0.044, 0.632, 0.097, 0.079, 0.097, 0.083], "homo_energy_ev": -10.49, "homo_lumo_gap_ev": 10.42}

Q: What is the formula in the fourth record?
A: CH3ClN2S

Copy entry 1 word for word.
{"formula": "CH3ClN2O2", "method": "ωB97M-V with the def2-TZVPD basis set", "symbols": ["C", "N", "N", "O", "O", "Cl", "H", "H", "H"], "coordinates": [[0.1016, -0.5018, 0.3396], [-1.0850, -0.5199, -0.5090], [1.0970, 0.5038, -0.0326], [0.7975, 1.1904, -0.9780], [1.9271, 0.7866, 0.8277], [-2.4422, 0.3161, 0.1798], [-0.2200, -0.0512, 1.2736], [0.7117, -1.5112, 0.3997], [-0.8877, -0.2128, -1.5007]], "lowdin_charge": [-0.219, -0.468, -0.414, 0.075, 0.068, 0.581, 0.102, 0.178, 0.097], "homo_energy_ev": -9.98, "homo_lumo_gap_ev": 9.75}